(1)
{
  "formula": "C34H102N4O24",
  "method": "the ωB97M-V functional and the def2-TZVPD basis",
  "elements": ["C", "C", "C", "O", "C", "N", "H", "H", "H", "H", "H", "H", "H", "H", "H", "H", "H", "C", "C", "C", "O", "C", "N", "H", "H", "H", "H", "H", "H", "H", "H", "H", "H", "H", "C", "C", "C", "O", "C", "N", "H", "H", "H", "H", "H", "H", "H", "H", "H", "H", "H", "C", "C", "C", "O", "C", "N", "H", "H", "H", "H", "H", "H", "H", "H", "H", "H", "H", "C", "C", "O", "O", "H", "H", "H", "H", "H", "H", "C", "C", "O", "O", "H", "H", "H", "H", "H", "H", "C", "C", "O", "O", "H", "H", "H", "H", "H", "H", "C", "C", "O", "O", "H", "H", "H", "H", "H", "H", "C", "C", "O", "O", "H", "H", "H", "H", "H", "H", "C", "C", "O", "O", "H", "H", "H", "H", "H", "H", "C", "C", "O", "O", "H", "H", "H", "H", "H", "H", "C", "C", "O", "O", "H", "H", "H", "H", "H", "H", "C", "C", "O", "O", "H", "H", "H", "H", "H", "H", "O", "H", "H", "O", "H", "H"],
  "xyz": [[-9.124, -2.308, 2.196], [-7.828, -2.719, 2.942], [-6.799, -1.607, 3.080], [-5.551, -2.153, 3.547], [-4.700, -1.180, 4.084], [-8.378, -3.270, 4.157], [-8.920, -2.259, 1.123], [-9.618, -1.413, 2.576], [-9.963, -2.975, 1.988], [-7.237, -3.470, 2.413], [-7.145, -0.842, 3.777], [-6.713, -1.193, 2.073], [-3.723, -1.654, 4.178], [-4.937, -0.779, 5.070], [-4.604, -0.450, 3.278], [-7.605, -3.221, 4.810], [-9.119, -2.684, 4.516], [-2.398, 0.426, 1.146], [-1.054, 0.024, 0.423], [-0.234, 1.296, -0.040], [0.854, 0.812, -0.855], [1.857, 1.870, -0.764], [-0.297, -0.804, 1.368], [-2.892, -0.467, 1.527], [-3.046, 0.928, 0.427], [-2.043, 1.158, 1.871], [-1.363, -0.644, -0.383], [0.189, 1.776, 0.843], [-0.900, 1.974, -0.575], [2.784, 1.531, -1.227], [2.140, 2.312, 0.191], [1.397, 2.655, -1.366], [0.469, -1.394, 1.066], [-0.923, -1.574, 1.574], [-3.940, 3.739, -1.949], [-4.265, 4.727, -0.860], [-3.272, 4.995, 0.228], [-2.941, 3.928, 1.157], [-4.102, 3.517, 1.960], [-4.796, 5.932, -1.484], [-3.029, 4.100, -2.426], [-4.776, 3.549, -2.621], [-3.775, 2.788, -1.438], [-5.198, 4.522, -0.329], [-3.559, 5.928, 0.717], [-2.302, 5.258, -0.202], [-4.602, 4.398, 2.363], [-3.605, 2.838, 2.651], [-4.890, 3.011, 1.401], [-5.215, 5.612, -2.346], [-4.027, 6.516, -1.789], [3.704, -3.063, -1.818], [2.846, -1.716, -1.789], [2.540, -1.192, -3.240], [3.616, -0.520, -3.759], [3.449, -0.016, -5.082], [1.732, -1.754, -0.843], [4.218, -3.001, -2.780], [3.162, -3.998, -1.958], [4.552, -3.214, -1.151], [3.444, -0.881, -1.418], [1.675, -0.533, -3.350], [2.273, -2.084, -3.813], [4.170, 0.788, -5.225], [2.427, 0.338, -5.225], [3.641, -0.824, -5.789], [1.273, -0.850, -0.768], [0.992, -2.318, -1.244], [6.651, 3.718, -1.213], [5.435, 4.250, -0.409], [4.788, 3.178, 0.286], [7.640, 3.089, -0.326], [7.140, 4.466, -1.837], [6.280, 3.040, -1.982], [4.648, 4.528, -1.112], [5.717, 5.139, 0.154], [5.332, 2.386, 0.311], [7.324, 2.180, -0.345], [-1.023, 1.294, -3.577], [-2.028, 0.335, -3.019], [-2.979, 0.034, -4.019], [-1.586, 2.502, -4.104], [-0.575, 0.749, -4.413], [-0.126, 1.306, -2.954], [-2.552, 0.679, -2.123], [-1.540, -0.533, -2.576], [-3.638, 0.730, -3.962], [-0.940, 3.137, -4.426], [4.628, 0.160, 3.165], [3.580, 0.036, 1.990], [3.983, -0.905, 0.994], [4.503, -0.949, 4.033], [4.439, 1.086, 3.710], [5.694, 0.216, 2.942], [3.550, 0.971, 1.429], [2.639, -0.334, 2.398], [3.206, -1.124, 0.469], [5.069, -1.598, 3.608], [1.404, 5.109, -2.981], [1.574, 4.245, -4.225], [0.491, 4.496, -5.141], [1.860, 6.390, -3.420], [1.821, 4.829, -2.013], [0.347, 5.291, -2.776], [1.525, 3.206, -3.897], [2.467, 4.465, -4.809], [0.509, 5.449, -5.266], [1.559, 6.953, -2.702], [0.306, -1.595, 4.934], [-0.382, -1.591, 6.308], [-1.724, -1.077, 6.145], [0.159, -0.394, 4.302], [-0.003, -2.449, 4.326], [1.340, -1.921, 5.076], [0.193, -0.930, 6.958], [-0.457, -2.619, 6.662], [-1.988, -0.672, 6.974], [0.062, -0.397, 3.344], [-3.352, -3.931, 0.089], [-2.151, -3.902, 1.037], [-2.511, -2.991, 2.148], [-3.264, -2.764, -0.667], [-4.292, -4.137, 0.601], [-3.133, -4.698, -0.658], [-1.246, -3.553, 0.542], [-1.923, -4.886, 1.447], [-3.181, -3.438, 2.671], [-4.063, -2.762, -1.202], [6.550, -0.711, -1.489], [7.769, -0.283, -0.753], [7.578, 0.274, 0.499], [5.945, 0.434, -2.064], [5.806, -1.083, -0.782], [6.921, -1.468, -2.182], [8.258, 0.441, -1.410], [8.523, -1.073, -0.718], [8.439, 0.587, 0.787], [5.086, 0.046, -2.257], [-1.290, -3.309, -3.496], [-0.360, -4.286, -4.205], [-0.964, -4.774, -5.372], [-0.753, -3.097, -2.200], [-2.276, -3.737, -3.306], [-1.321, -2.350, -4.014], [-0.106, -5.167, -3.614], [0.522, -3.745, -4.547], [-1.725, -5.292, -5.096], [-1.494, -2.931, -1.610], [1.688, -5.075, 0.626], [1.667, -3.889, 1.670], [2.219, -4.464, 2.853], [0.599, -5.951, 0.758], [2.642, -5.580, 0.784], [1.775, -4.675, -0.384], [0.744, -3.373, 1.941], [2.378, -3.072, 1.546], [1.643, -5.118, 3.256], [0.521, -6.441, 1.579], [-2.529, 1.316, 4.746], [-1.995, 2.082, 4.962], [-1.916, 0.576, 4.788], [2.647, 4.838, 1.514], [2.294, 4.409, 2.295], [3.309, 4.226, 1.181]],
  "forces_ev_per_a": [[0.6, 0.1, -2.3], [-1.9, -0.1, -0.3], [-0.1, -0.2, 0.2], [-1.8, -0.7, 0.1], [1.2, -0.1, -1.0], [1.5, -0.4, 1.0], [0.5, 1.3, -0.2], [0.5, 0.3, -0.1], [0.3, -1.1, 1.5], [-0.5, -0.5, -0.2], [0.0, 0.2, 0.0], [0.5, 0.4, 0.0], [0.1, 0.1, 0.1], [-0.6, 0.1, -0.2], [0.2, 0.8, 0.6], [-0.2, -0.4, 0.7], [0.0, 0.1, 0.0], [1.9, 0.4, -1.1], [-0.5, 0.4, 0.0], [-1.1, -2.8, 0.4], [0.5, 2.1, 1.7], [-0.2, -0.3, -1.8], [-0.2, -0.7, 1.2], [0.1, 0.2, 0.3], [-0.1, 0.0, 0.0], [-0.8, -0.2, 0.6], [0.3, 0.5, -0.8], [-0.3, 0.1, 0.1], [0.2, 0.2, -0.2], [-0.1, -0.1, -0.2], [-0.6, -0.6, 0.4], [0.5, 0.5, 0.0], [0.7, 0.9, -1.0], [-0.6, 0.2, 0.8], [0.5, -0.8, 1.5], [-2.6, -0.2, 0.2], [1.8, 0.1, 0.1], [-2.1, 0.7, -0.8], [1.4, 0.3, -0.8], [0.9, 1.5, -0.3], [-0.1, -0.4, -0.5], [0.1, 0.4, -0.2], [0.5, -0.3, -0.3], [0.1, -1.5, 0.3], [-0.4, -0.2, 0.5], [0.2, -0.2, -0.2], [0.3, 0.0, 0.6], [-0.7, 0.1, 0.5], [0.3, -0.3, -0.3], [-0.3, 0.3, -0.1], [0.1, 0.3, -0.2], [0.0, 1.2, -1.7], [0.7, 0.4, 0.1], [-1.5, -1.6, 0.5], [1.7, 0.7, -0.1], [0.0, -0.6, 0.5], [-0.2, -0.8, -0.5], [0.2, 0.1, -0.2], [-0.5, 0.2, 0.5], [-0.6, 0.4, 0.7], [0.7, -0.3, 0.1], [-0.4, 0.0, 0.8], [0.1, -0.2, -0.5], [-0.1, -0.1, 0.0], [-0.1, 0.2, 0.0], [0.0, 0.0, -0.2], [0.5, 0.2, -0.2], [-0.1, -0.6, 0.1], [0.0, 0.2, 0.4], [0.4, -0.8, -1.7], [0.0, 0.5, 0.6], [-1.5, 0.6, -1.4], [0.1, 0.5, 0.6], [0.0, -0.6, 0.4], [0.3, 0.6, -0.3], [-0.1, -0.4, 0.7], [0.3, 0.0, 0.1], [0.5, -0.5, 0.5], [1.3, -0.5, -1.4], [-0.6, 0.8, 0.8], [-0.3, -0.7, 0.2], [-0.5, -0.6, 1.3], [-0.3, -0.2, -0.6], [-0.3, 1.1, 0.8], [-0.1, 0.7, 0.0], [0.3, -0.4, -0.9], [0.0, 0.0, -0.3], [0.5, -0.1, -0.1], [-0.9, -0.1, -0.6], [1.7, 0.0, -0.1], [0.8, -0.4, 0.3], [0.0, -0.2, 0.1], [-0.4, -0.1, 0.2], [-0.1, 0.2, -1.1], [-0.6, 0.5, 0.6], [-0.2, 0.7, 0.3], [-0.3, -0.3, 0.1], [-0.2, -0.5, 0.3], [-0.4, 0.9, -0.9], [-0.8, -0.4, 0.5], [0.0, -0.3, 0.5], [0.2, 0.4, 0.7], [0.7, -0.5, -0.3], [-0.4, -0.9, -0.1], [0.1, -0.2, -0.5], [0.5, -0.1, 0.7], [-0.2, 0.2, -0.2], [0.3, 0.7, -0.3], [0.2, -1.9, 0.3], [-0.5, 0.4, -1.2], [0.5, -0.3, 0.1], [0.0, 1.8, 0.5], [-1.0, 0.1, -0.2], [0.5, 0.6, 0.4], [0.0, -0.2, 0.3], [0.4, 0.0, 0.3], [-0.1, 0.0, 0.0], [-0.1, -0.6, -0.6], [2.4, -1.5, -0.3], [-1.8, 0.4, 1.5], [1.1, -0.6, -1.1], [-1.0, 1.4, -0.3], [-0.1, 0.4, 0.0], [-0.4, -0.9, 0.4], [-0.1, 0.3, 0.0], [-0.1, -0.1, -0.1], [-0.1, 0.0, 0.1], [0.1, 0.5, -0.3], [0.2, 0.2, 1.5], [1.8, -0.2, -1.4], [-0.7, 0.5, 1.0], [-0.1, -0.5, -0.3], [0.2, -0.7, 0.1], [-0.6, 0.0, -0.5], [0.0, 0.3, -0.2], [-0.3, -0.5, 0.2], [0.0, 0.1, 0.3], [-0.6, 0.8, -0.7], [0.6, -0.3, 0.9], [-0.4, 0.1, -0.3], [-0.4, -0.1, -1.0], [0.6, 0.2, 0.5], [-0.3, 0.0, -0.8], [-0.4, -0.2, -0.3], [0.3, 0.4, 0.7], [0.2, -0.2, 0.3], [-0.1, -0.1, -0.2], [-0.2, 0.2, 0.2], [0.5, 1.9, 0.7], [1.1, -1.1, 0.6], [0.1, -0.1, 1.2], [-0.9, 0.0, -0.9], [0.0, -0.1, 0.3], [-0.8, -0.2, -0.1], [-0.6, -0.5, -0.6], [0.1, -0.2, -1.1], [-0.2, 0.1, -0.1], [0.7, 0.2, 0.2], [-0.4, 0.4, -0.1], [0.1, 0.1, 0.0], [0.3, -0.4, 0.1], [-0.2, 0.2, -0.1], [-0.1, 0.0, 0.2], [0.4, -0.3, -0.1]]
}



(2)
{
  "formula": "C19H36KN2O9",
  "method": "the ωB97M-V functional and the def2-TZVPD basis",
  "charge": -1,
  "e_above_lowest_kcal_mol": 151.9,
  "elements": ["K", "C", "C", "C", "O", "C", "C", "C", "O", "O", "O", "H", "H", "C", "O", "C", "C", "N", "C", "C", "O", "C", "H", "H", "H", "H", "H", "H", "H", "H", "H", "H", "H", "H", "H", "H", "H", "C", "O", "C", "C", "N", "C", "C", "O", "C", "H", "H", "H", "H", "H", "H", "H", "H", "H", "H", "H", "H", "H", "H", "H", "C", "O", "H", "H", "H", "H"],
  "xyz": [[20.513, -8.945, 11.514], [26.603, -4.358, 10.639], [27.152, -3.212, 11.363], [26.732, -3.012, 12.955], [27.392, -2.265, 13.664], [25.764, -3.945, 13.478], [25.214, -4.923, 12.682], [25.635, -5.121, 11.231], [25.194, -6.044, 10.426], [24.357, -5.727, 13.235], [27.883, -2.383, 10.788], [26.955, -4.557, 9.637], [25.448, -3.835, 14.504], [19.593, -12.280, 4.850], [20.308, -12.523, 6.048], [21.342, -11.742, 6.457], [21.857, -12.143, 7.880], [20.833, -12.518, 8.808], [21.328, -13.710, 9.508], [22.647, -13.386, 10.245], [22.573, -12.202, 11.049], [23.805, -11.692, 11.504], [18.926, -11.420, 4.785], [18.907, -13.101, 4.643], [20.249, -12.266, 3.979], [20.995, -10.709, 6.440], [22.103, -11.848, 5.684], [22.600, -11.473, 8.312], [22.455, -12.980, 7.519], [20.070, -12.807, 8.213], [21.433, -14.556, 8.829], [20.605, -14.051, 10.249], [23.387, -13.379, 9.445], [22.968, -14.244, 10.835], [24.594, -12.435, 11.618], [23.692, -11.177, 12.458], [24.122, -11.058, 10.676], [15.632, -10.499, 7.475], [15.730, -9.292, 8.278], [16.804, -8.439, 8.047], [16.657, -7.363, 9.131], [17.836, -6.463, 9.085], [17.723, -5.413, 10.026], [19.024, -4.549, 10.136], [19.354, -4.216, 8.761], [20.561, -3.530, 8.668], [14.720, -11.053, 7.698], [16.484, -11.159, 7.640], [15.541, -10.322, 6.403], [16.767, -8.066, 7.024], [17.748, -8.978, 8.127], [16.437, -7.827, 10.092], [15.783, -6.749, 8.916], [17.843, -5.981, 8.198], [17.623, -5.789, 11.044], [16.848, -4.778, 9.888], [19.856, -4.984, 10.690], [18.831, -3.680, 10.764], [20.472, -2.515, 9.058], [20.860, -3.472, 7.622], [21.287, -4.159, 9.183], [19.461, -8.872, 16.898], [18.573, -8.546, 15.828], [20.091, -8.024, 17.166], [18.941, -9.174, 17.807], [20.134, -9.661, 16.562], [17.910, -7.941, 16.168]],
  "forces_ev_per_a": [[0.4, 0.2, -0.1], [1.4, 2.8, 2.5], [-0.4, 0.1, -0.9], [0.4, -1.9, -0.7], [0.1, 0.9, -0.1], [1.0, 1.7, -1.3], [-2.2, -1.9, 1.7], [-0.1, -2.2, -3.0], [-1.1, 0.1, 2.1], [0.7, 0.4, -1.4], [-0.3, -0.3, 1.1], [-0.2, 0.0, -0.1], [0.0, -0.1, 0.1], [0.3, -0.4, -0.5], [-2.8, -2.3, 0.2], [0.5, 2.6, 0.2], [0.7, -0.2, -2.6], [0.0, -0.4, 0.0], [-0.4, 0.6, 1.7], [0.0, -0.5, -0.4], [-1.2, -1.3, -0.2], [0.6, 0.0, -1.1], [0.4, 0.6, 0.7], [0.2, -0.4, 0.5], [0.4, 0.2, 0.0], [0.2, 0.5, 0.1], [0.8, 0.3, 0.4], [-0.3, 0.5, -0.3], [0.3, -0.8, 0.7], [-0.5, -0.1, 0.1], [0.6, -0.1, -0.2], [-0.3, 0.3, 0.1], [0.5, 0.9, 0.1], [-0.3, -0.1, 0.4], [-0.2, -0.4, 0.2], [-0.2, 0.2, -0.3], [0.6, 0.6, 0.5], [0.2, 0.7, 0.2], [-1.4, -2.0, -0.5], [-0.1, -0.1, 0.4], [0.6, 0.9, -1.5], [-0.3, -1.3, 0.2], [1.5, 1.3, 2.2], [-1.2, 0.1, -1.7], [-1.3, -0.4, 1.4], [0.7, -0.3, -0.2], [0.0, 0.3, 0.6], [0.2, 0.0, 0.1], [0.3, 0.5, -0.2], [0.0, 0.5, -0.1], [0.3, 0.0, 0.3], [0.7, 0.0, 0.1], [-0.5, -0.2, -0.1], [0.2, -0.4, -0.5], [-0.3, -0.5, 0.1], [-0.1, 0.3, -0.3], [0.3, -0.8, -0.5], [-0.4, 0.6, -0.3], [0.3, 0.0, 0.3], [-0.1, 0.0, 0.0], [0.6, 0.6, 0.2], [0.3, 0.4, 0.0], [0.1, -0.3, 0.1], [0.0, 0.2, -0.1], [-0.1, -0.3, -0.1], [-0.2, -0.1, 0.0], [0.0, 0.1, 0.0]]
}



(3)
{
  "formula": "C2H10NS",
  "method": "the ωB97M-V functional and the def2-TZVPD basis",
  "charge": 1,
  "e_above_lowest_kcal_mol": 9.2,
  "elements": ["C", "N", "C", "H", "H", "H", "H", "H", "H", "H", "H", "S", "H", "H"],
  "xyz": [[-1.107, -1.207, 0.188], [0.201, -1.028, -0.505], [0.325, 0.304, -1.200], [-1.173, -2.211, 0.585], [-1.166, -0.468, 0.979], [-1.900, -1.033, -0.528], [0.347, -1.782, -1.181], [0.958, -1.107, 0.175], [-0.170, 0.246, -2.168], [1.374, 0.518, -1.370], [-0.142, 1.032, -0.548], [0.245, 2.347, 2.073], [1.288, 1.625, 2.500], [0.920, 2.763, 1.002]],
  "forces_ev_per_a": [[-0.1, 0.1, 0.0], [0.2, 0.1, -0.2], [-0.1, -0.3, -0.2], [0.0, -0.1, 0.1], [0.0, 0.1, 0.1], [-0.1, 0.0, -0.1], [0.0, 0.1, 0.1], [0.0, 0.0, 0.1], [-0.2, 0.0, 0.2], [0.1, 0.1, 0.1], [0.1, 0.2, -0.1], [-0.1, -0.2, 0.1], [0.1, 0.0, 0.1], [0.1, 0.2, -0.1]]
}



These records have orbital gap values of 0.348, 0.067, 0.358 Eh, in the order they appear.
These records have HOMO energy values of -9.30, -1.58, -13.37 eV, in the order they appear.